This record from the Open Molecules 2025 dataset describes C54H54ClInN6S3 as an isolated structure in a non-equilibrium geometry. The level of theory is ωB97M-V with the def2-TZVPD basis set.

The value obtained for the max |F| is 3.37 eV Å⁻¹. The charge is +2. The orbital gap is 8.4 eV.

```
119
Properties=species:S:1:pos:R:3:forces:R:3:mulliken_charge:R:1
In -19.713 9.920 7.072 -0.3 -0.7 1.5 1.0752
C -18.462 5.804 12.703 -0.5 0.0 0.0 -1.4577
C -19.295 5.044 11.639 0.2 -0.5 0.3 1.8011
C -18.488 3.758 11.345 -0.3 -0.1 -0.4 -1.5988
C -20.584 4.553 12.316 0.2 0.3 -0.4 -2.1341
C -19.522 5.953 10.421 -0.9 0.5 -0.3 0.2807
C -20.797 6.486 10.056 1.0 -0.6 0.0 -0.6700
C -20.913 7.344 8.971 0.7 0.3 0.0 -0.6433
N -19.851 7.780 8.255 0.1 0.4 0.6 -0.2705
C -18.612 7.361 8.620 -2.5 -1.4 1.5 -0.5038
C -18.459 6.398 9.637 1.2 -0.2 -0.1 0.4738
C -17.495 7.825 7.866 1.7 1.3 -1.4 -0.2323
C -16.173 7.588 8.289 -0.5 -0.2 -0.2 -0.2673
C -15.089 7.863 7.471 -0.5 0.7 -0.9 0.5164
C -15.433 8.312 6.160 -0.4 0.0 1.0 -0.7343
C -16.757 8.604 5.845 0.0 0.2 0.5 -0.9201
N -17.784 8.508 6.731 1.0 -1.4 0.0 -0.1182
C -13.641 7.823 7.921 1.0 -0.1 0.1 1.9222
C -13.034 9.229 7.773 -1.0 1.1 1.0 -1.5479
C -13.470 7.354 9.393 -1.1 -0.4 -0.9 -1.9977
C -12.768 6.915 7.002 -1.3 0.0 0.8 -1.6134
H -18.453 5.213 13.642 0.3 0.3 -0.6 0.4199
H -18.911 6.764 12.952 0.0 0.2 0.0 0.3859
H -17.454 5.965 12.315 0.0 0.0 0.3 0.3662
H -18.457 3.169 12.279 0.2 0.3 -0.5 0.4502
H -17.468 3.943 10.995 -0.1 0.0 0.1 0.3131
H -19.003 3.150 10.592 0.1 0.0 0.1 0.3991
H -20.262 4.044 13.212 -0.2 -0.3 0.3 0.4940
H -21.198 3.876 11.719 0.2 0.0 -0.1 0.3990
H -21.191 5.380 12.629 -0.5 0.5 0.2 0.4764
H -21.689 6.189 10.582 -0.1 0.0 0.1 0.4450
H -21.883 7.760 8.701 0.2 -0.2 -0.1 0.4614
H -17.441 5.956 9.813 -1.2 0.6 -0.1 0.2408
H -16.060 7.202 9.289 0.3 0.0 0.0 0.5739
H -14.644 8.565 5.471 0.0 -0.2 -0.3 0.4611
H -17.046 8.914 4.841 0.2 0.3 0.3 0.4254
H -13.681 9.997 8.268 0.4 -0.5 -0.3 0.3285
H -12.928 9.532 6.736 0.1 0.0 -0.2 0.3861
H -12.065 9.301 8.271 0.0 -0.2 -0.2 0.4342
H -14.108 7.900 10.083 0.3 0.5 0.1 0.4211
H -12.430 7.420 9.659 0.3 0.1 0.3 0.4459
H -13.808 6.316 9.514 0.3 0.0 -0.2 0.4130
H -12.832 7.243 5.971 0.4 0.2 -0.1 0.3212
H -13.213 5.932 7.037 0.2 -0.6 0.0 0.4252
H -11.757 6.884 7.408 0.0 0.0 -0.4 0.4508
N -21.609 10.166 6.142 -0.9 1.4 -0.9 -0.7950
S -22.399 11.211 5.396 -0.2 -2.0 2.7 1.5043
N -21.873 11.773 4.015 1.3 0.7 -1.8 0.3220
S -20.870 12.891 3.600 0.7 0.2 0.3 0.4587
N -19.422 13.108 4.205 -1.9 0.0 0.1 0.1695
S -18.497 11.856 4.614 1.7 -0.4 0.5 1.4909
N -18.624 11.152 5.883 -0.5 0.2 -0.6 -0.3733
C -16.957 12.709 4.749 0.6 1.2 -0.6 0.0880
C -16.982 13.999 5.285 0.1 -0.1 0.4 -0.5465
C -15.779 14.631 5.608 -0.4 -0.1 0.2 -0.7729
C -14.563 14.002 5.387 -0.4 -0.2 -0.6 -0.7131
C -14.548 12.757 4.766 0.4 -0.4 0.0 -0.8650
C -15.730 12.117 4.449 -0.6 -0.6 0.3 0.0097
C -18.371 10.815 3.168 -0.6 -0.4 -0.5 1.2732
C -19.155 9.656 3.091 -0.2 -0.4 1.1 -0.0869
C -18.990 8.769 2.025 -0.8 0.0 0.4 -0.8355
C -18.106 9.075 1.023 1.0 0.4 -0.5 -0.7452
C -17.359 10.265 1.065 -0.2 -0.8 -0.4 -1.1669
C -17.522 11.145 2.111 0.4 0.6 0.2 -0.5098
C -20.632 12.778 1.866 -0.5 -0.5 -1.6 0.6897
C -21.241 11.755 1.138 -0.1 0.0 0.2 -0.0823
C -21.322 11.828 -0.250 0.4 0.2 -0.2 -0.7966
C -20.771 12.938 -0.924 -0.1 -0.5 0.4 -0.6632
C -20.014 13.865 -0.212 0.1 0.1 0.1 -0.7597
C -19.967 13.804 1.179 0.1 0.6 0.7 -0.7434
C -21.653 14.449 3.734 0.8 1.6 0.8 0.7979
C -22.831 14.628 3.049 -1.3 0.6 -0.5 -0.5141
C -23.478 15.887 3.074 0.8 -0.7 -0.5 -0.8607
C -22.906 16.944 3.768 -0.2 0.0 0.5 -0.5754
C -21.715 16.761 4.479 -0.3 -0.8 -0.4 -0.7685
C -21.050 15.530 4.415 -0.1 0.0 0.2 -0.3166
C -22.959 12.604 6.386 -0.9 1.0 0.1 0.3936
C -22.071 13.172 7.292 1.2 -0.7 0.1 0.1743
C -22.488 14.087 8.235 -0.8 0.1 0.5 -0.9143
C -23.849 14.422 8.320 0.8 -0.1 -0.9 -0.5682
C -24.741 13.971 7.358 1.1 -0.1 -1.2 -0.9129
C -24.285 13.110 6.325 0.3 -0.3 1.1 -0.2038
C -23.987 10.533 4.906 -0.7 -0.8 -0.1 -0.4413
C -24.603 9.564 5.739 0.4 0.5 -1.2 -0.5053
C -25.814 8.990 5.365 -0.2 0.4 0.6 -0.7489
C -26.504 9.458 4.249 0.1 -0.4 0.3 -0.5163
C -25.907 10.401 3.454 0.3 0.5 -0.5 -0.7678
C -24.651 10.937 3.757 -0.1 0.0 0.0 0.0778
H -17.921 14.481 5.557 0.3 -0.2 -0.2 0.2490
H -15.826 15.601 6.094 0.1 -0.1 -0.1 0.4426
H -13.645 14.488 5.636 0.4 0.2 0.2 0.4780
H -13.620 12.220 4.530 -0.3 0.5 0.2 0.4014
H -15.710 11.107 4.041 0.1 0.2 0.0 0.4290
H -19.866 9.359 3.903 0.7 0.5 -0.6 0.1026
H -19.579 7.846 1.986 0.3 0.4 0.1 0.5305
H -17.920 8.390 0.200 -0.2 0.0 0.1 0.4453
H -16.613 10.432 0.289 -0.3 0.2 0.2 0.5070
H -16.938 12.066 2.139 -0.2 -0.3 0.0 0.7243
H -21.657 10.916 1.686 -0.1 0.0 -0.2 0.5076
H -21.764 10.981 -0.781 0.0 0.5 0.0 0.4859
H -20.914 13.115 -1.989 0.1 -0.4 0.2 0.4569
H -19.455 14.632 -0.770 -0.5 -0.3 0.5 0.4768
H -19.471 14.606 1.748 -0.1 -0.4 -0.3 0.4234
H -23.269 13.830 2.442 0.2 0.2 0.3 0.2924
H -24.353 16.031 2.448 0.0 0.0 0.3 0.4928
H -23.403 17.919 3.820 0.2 -0.4 -0.2 0.4105
H -21.354 17.580 5.081 0.4 0.0 -0.1 0.5089
H -20.067 15.417 4.880 -0.5 -0.1 -0.1 0.2749
H -21.014 12.855 7.306 -0.5 0.1 0.0 0.1391
H -21.789 14.500 8.961 -0.1 -0.1 -0.3 0.4980
H -24.186 15.142 9.028 -0.1 0.3 0.6 0.4278
H -25.715 14.438 7.322 -0.2 -0.4 -0.1 0.4317
H -24.971 12.779 5.560 0.0 0.0 0.0 0.5055
H -24.081 9.250 6.607 0.3 -0.3 0.7 0.6102
H -26.283 8.241 5.998 0.2 0.1 0.0 0.4138
H -27.495 9.086 3.994 0.3 0.0 0.1 0.4139
H -26.432 10.715 2.561 0.1 0.2 0.0 0.4482
H -24.226 11.690 3.111 0.1 0.0 -0.1 0.2497
Cl -19.464 10.865 9.335 -0.2 -0.4 -1.1 -0.4554
```
Forces are in eV/Å.